1.
Entry from the Open Molecules 2025 dataset: a molecular structure, C29H62AsMnN7O5P2SSe2Si2 in a non-equilibrium geometry (ωB97M-V with the def2-TZVPD basis set).

Output
ΔE to the lowest compared entry with this formula, charge and spin   0.000 eV
Multiplicity   6
HOMO-LUMO gap (spin up / spin down)   6.548 / 6.706 eV
E_LUMO (spin up / spin down)   0.07 / 0.04 eV
⟨S²⟩   8.758
Electronic energy   -11751.49286 Eh

Structure (XYZ):
```
112
C29H62AsMnN7O5P2SSe2Si2 ωB97M-V with the def2-TZVPD basis set
Se -0.727 -2.168 -1.879
Se 2.439 -3.184 -3.318
As 2.208 0.751 -2.321
Mn 0.614 -0.271 -0.770
S -1.949 -3.375 1.288
P -0.705 2.582 0.927
P -1.809 0.071 1.948
Si 4.376 1.411 -1.876
Si 1.197 2.481 -3.445
O -2.345 -2.495 2.436
O 1.908 -1.268 0.522
O -1.739 1.760 1.805
O -0.668 -0.432 1.162
O -0.148 1.839 -0.236
N 2.219 0.574 1.810
N -1.462 3.938 0.377
N 2.858 -4.115 2.509
N -3.300 -0.134 1.276
N -1.616 -0.025 3.561
N 0.451 3.037 2.006
N 2.646 -0.425 5.042
C -0.817 -1.085 4.173
C -2.495 0.652 4.500
C -2.183 3.909 -0.885
C 4.487 3.269 -1.612
C -2.649 -2.139 -2.091
C 1.041 4.134 -2.558
C 2.201 -0.780 1.652
C -3.760 -5.010 2.509
C -0.554 1.873 -3.843
C -4.451 -6.203 2.671
C -2.048 4.841 1.355
C -4.175 -7.288 1.856
C 2.533 -1.588 2.762
C -2.513 -6.002 0.694
C 1.552 3.833 1.482
C 2.077 2.807 -5.073
C 0.286 3.124 3.443
C 1.016 -2.199 -4.205
C 2.649 -0.973 4.025
C -0.272 -3.882 1.616
C 3.871 -2.256 -4.233
C -0.325 -2.700 -3.716
C -3.438 0.465 -0.044
C -2.792 -4.926 1.526
C -3.206 -7.188 0.866
C 5.029 0.490 -0.384
C 2.713 -2.977 2.620
C -4.493 0.044 2.080
C 5.488 1.007 -3.336
H 1.161 -1.137 -3.981
H 1.698 3.621 0.423
H -3.744 1.515 0.030
H -2.494 0.422 -0.595
H 1.981 4.681 -2.575
H -1.153 -2.325 -4.323
H -1.895 0.987 5.349
H -2.177 5.825 0.900
H -4.682 1.099 2.311
H -1.253 2.699 -3.981
H -1.763 -5.921 -0.082
H 3.829 -1.199 -3.973
H 2.473 3.571 2.008
H -2.934 -1.370 -2.806
H -2.949 -3.125 -2.442
H 1.094 -2.357 -5.283
H -4.424 -0.527 2.999
H 0.289 4.745 -3.062
H -5.347 -0.342 1.521
H 1.371 4.905 1.607
H 1.196 2.777 3.937
H -3.272 -0.018 4.879
H -2.986 -8.034 0.231
H -3.246 3.692 -0.736
H -0.360 -3.793 -3.709
H -1.393 4.954 2.215
H 5.094 1.414 -4.267
H -4.715 -8.216 1.989
H -1.443 -1.899 4.534
H 1.549 3.555 -5.666
H -2.958 1.524 4.045
H 2.185 0.944 2.746
H -0.185 -4.160 2.662
H 4.815 -2.684 -3.903
H 0.738 4.009 -1.521
H -0.531 2.491 3.770
H 4.643 -0.530 -0.366
H 3.769 -2.392 -5.307
H 0.369 -3.032 1.376
H 5.583 -0.070 -3.458
H 6.118 0.441 -0.422
H -3.027 4.490 1.703
H -4.200 -0.080 -0.602
H -0.942 1.234 -3.043
H -1.748 3.162 -1.544
H -0.008 -4.721 0.975
H -0.547 1.282 -4.761
H 5.496 3.536 -1.292
H 0.101 4.155 3.766
H 1.777 1.137 1.092
H 2.153 1.891 -5.657
H 4.281 3.807 -2.537
H -3.950 -4.154 3.137
H -3.092 -1.950 -1.120
H -5.205 -6.284 3.442
H 3.785 3.623 -0.858
H 6.487 1.417 -3.179
H -0.260 -0.632 4.995
H -0.100 -1.471 3.455
H -2.097 4.885 -1.367
H 3.090 3.172 -4.907
H 4.732 0.958 0.555
```

***

2.
Entry from the Open Molecules 2025 dataset: 4 unconnected molecules or ions with the total composition C29H62BN4O in a non-equilibrium geometry (ωB97M-V with the def2-TZVPD basis set).

Output
Charge   -1
ΔE to the lowest compared entry with this formula, charge and spin   5.478 eV
HOMO-LUMO gap   6.566 eV
E_LUMO   2.31 eV
Electronic energy   -1460.70097 Eh

Structure (XYZ):
```
97
C29H62BN4O ωB97M-V with the def2-TZVPD basis set
O 5.012 0.930 -1.333
N 2.823 -0.235 4.948
N 4.412 -2.809 -7.528
N 1.818 -1.804 -2.845
N -7.557 2.141 4.516
C -0.819 0.866 -0.219
C -0.008 -0.023 -2.877
C -6.156 2.564 4.620
C -3.844 3.866 0.760
C -5.094 1.639 4.034
C -0.904 0.954 -1.878
C -2.808 2.883 -0.081
C -1.903 2.036 -2.668
C 5.719 -3.446 -7.718
C -2.848 2.991 -1.725
C 3.194 0.562 7.352
C 6.138 -3.580 -9.179
C -7.938 1.034 5.395
C 1.452 0.263 4.796
C -8.036 2.066 3.132
C 4.026 1.978 4.500
C 3.503 1.285 -1.430
C 3.164 -0.574 6.334
C -7.517 -0.374 4.983
C 0.981 0.354 3.347
C 4.146 -2.441 -6.133
C 3.862 0.489 4.212
C 2.974 -4.883 -7.943
C 2.639 0.613 -2.843
C -1.783 1.843 0.678
C 4.037 0.091 -0.301
C 3.284 -3.418 -8.235
C 4.026 -3.571 -5.115
C -9.549 1.906 3.007
B 1.477 -0.405 -2.280
H -0.096 0.135 0.343
H -5.913 2.760 5.672
H 1.322 1.241 5.271
H 6.485 -2.832 -7.226
H 3.491 0.766 0.523
H 4.070 -3.158 -4.102
H 4.088 1.181 7.241
H 3.220 0.147 8.365
H 4.835 -4.301 -5.203
H -10.078 2.710 3.529
H -6.471 -0.567 5.219
H -1.726 1.771 1.847
H 2.334 -5.287 -8.736
H -1.896 2.075 -3.850
H -8.110 -1.110 5.539
H 5.487 -4.265 -9.730
H -3.437 4.121 1.829
H -4.920 0.768 4.672
H 4.132 -1.092 6.354
H -4.823 3.207 0.937
H 1.543 1.103 2.781
H -9.840 1.945 1.951
H 4.951 -1.773 -5.800
H 4.599 2.446 3.691
H -5.347 1.293 3.028
H -9.029 1.045 5.508
H -4.203 4.805 0.149
H 2.131 1.560 -3.308
H -7.680 -0.568 3.920
H 1.822 -1.705 -3.891
H 3.238 -1.825 -6.086
H -3.560 3.751 -2.279
H -7.550 1.257 2.578
H 3.083 2.378 -0.974
H 2.442 -1.322 6.686
H 1.043 -2.476 -2.637
H 5.010 0.076 0.316
H 0.768 -0.428 5.306
H 5.760 -4.433 -7.247
H 3.873 -5.505 -7.909
H -7.775 3.000 2.618
H -0.628 -1.040 -2.950
H 7.155 -3.983 -9.238
H 2.377 -2.825 -8.056
H 4.579 2.151 5.423
H 1.074 -0.611 2.838
H 6.133 -2.609 -9.685
H 3.070 -4.093 -5.201
H -9.893 0.946 3.402
H 3.669 0.368 3.139
H 4.830 -0.007 4.365
H -6.061 3.540 4.127
H -7.566 1.228 6.410
H 3.068 2.503 4.561
H -0.073 0.649 3.317
H 2.311 1.205 7.289
H 2.431 -5.001 -7.006
H 3.459 -3.314 -9.313
H 0.114 0.442 -3.945
H 3.461 0.114 -3.509
H 1.438 -0.523 -1.110
H -4.141 2.174 3.962
```

***

3.
Entry from the Open Molecules 2025 dataset: 4 unconnected molecules or ions with the total composition C29H62BN7O4 in a non-equilibrium geometry (ωB97M-V with the def2-TZVPD basis set).

Output
ΔE to the lowest compared entry with this formula, charge and spin   6.433 eV
HOMO-LUMO gap   8.259 eV
SMILES   COCCCCCCCCCBCCCCCCCCCCCCn1cccc1.NC(N)=O.NC(N)=O.NC(N)=O
E_LUMO   0.48 eV
Electronic energy   -1851.09310 Eh

Structure (XYZ):
```
103
C29H62BN7O4 ωB97M-V with the def2-TZVPD basis set
O 1.489 -1.273 3.650
O 9.595 -2.959 6.374
O 5.159 -2.605 2.546
O -6.744 2.853 -4.473
N -6.418 1.041 -5.787
N 11.555 -1.831 6.414
N 6.764 -2.983 4.096
N -1.274 -3.688 -1.951
N 4.609 -2.593 4.742
N 10.195 -1.716 4.584
N -7.880 2.679 -6.421
C -1.220 -4.592 -0.833
C 5.489 -2.720 3.718
C -0.038 -3.599 -2.708
C 0.947 -4.555 -2.001
C -3.826 -2.337 0.063
C -3.715 3.027 -3.133
C -3.850 -1.334 1.324
C -4.674 0.026 0.992
C 1.504 2.532 -0.293
C -2.105 4.885 -0.981
C -3.721 1.212 0.474
C -2.546 -2.916 -2.215
C 2.239 -0.036 3.661
C -0.382 3.887 1.105
C 1.854 -2.135 2.546
C -3.330 1.825 -2.139
C -2.506 4.009 -3.512
C 0.203 -5.198 -0.793
C 2.159 -1.050 -0.767
C 1.029 -0.797 0.369
C -2.682 -1.868 -0.967
C 2.704 0.349 -1.373
C -4.290 1.940 -0.843
C -1.466 4.285 -2.325
C -6.998 2.232 -5.493
C 10.396 -2.217 5.827
C 1.538 1.451 -1.524
C 0.794 -2.063 1.323
C 0.060 2.504 0.401
B -0.843 5.048 0.068
H -2.858 4.207 -0.456
H 1.831 -1.796 -1.564
H 3.065 0.105 -2.445
H 2.045 -4.768 -2.252
H -0.213 6.056 0.031
H 0.741 -3.052 0.741
H 1.787 2.043 -2.488
H 2.708 0.193 4.691
H 3.048 -1.522 -0.196
H 0.130 -2.930 -3.612
H 4.860 -2.684 5.709
H -8.332 3.560 -6.238
H 1.809 3.574 -0.678
H 1.835 -3.219 2.951
H -3.454 -3.619 -2.269
H 0.017 1.681 1.206
H 12.225 -1.222 5.981
H -0.712 5.070 -2.713
H -6.612 0.515 -6.620
H -0.744 2.200 -0.374
H -5.541 -0.230 0.286
H -4.623 3.637 -2.775
H -4.606 3.035 -0.651
H -2.984 5.031 -3.774
H 3.649 -2.397 4.502
H 10.839 -1.106 4.115
H -2.221 1.735 -1.894
H -0.865 3.321 -2.175
H -2.551 5.937 -1.151
H 1.446 0.056 1.027
H -3.622 0.834 -2.661
H -5.756 0.676 -5.122
H 1.492 0.825 3.461
H -1.989 -4.864 -0.044
H -2.668 0.808 0.305
H 3.631 0.746 -0.816
H -2.452 -2.281 -3.175
H 7.057 -3.081 5.053
H 0.512 0.954 -1.680
H -1.906 3.702 -4.432
H 2.906 -1.973 2.134
H -4.338 -1.866 2.225
H 0.639 -5.945 -0.055
H 7.448 -3.084 3.364
H -4.822 -2.404 -0.496
H -0.240 -1.922 1.813
H 0.042 -0.445 -0.100
H 3.088 0.019 2.902
H -5.271 1.405 -1.142
H -8.102 2.184 -7.266
H 9.343 -1.982 4.115
H -3.670 1.985 1.332
H -2.813 -0.808 -1.366
H -4.059 2.539 -4.124
H 2.289 2.149 0.454
H 0.502 4.214 1.770
H 11.740 -2.183 7.339
H -1.685 -1.881 -0.381
H -3.600 -3.384 0.491
H -1.253 3.647 1.825
H -2.774 -1.068 1.628
H -5.161 0.354 1.988
```

***

Q: Which of these has the highest electronic energy?
A: C29H62BN4O

***

Q: Among the records above, which one has the lowest ΔE to the lowest compared entry with this formula, charge and spin?
A: C29H62AsMnN7O5P2SSe2Si2

***

Q: Look up the ΔE to the lowest compared entry with this formula, charge and spin of the third one.
A: 6.433 eV